DFT (ωB97M-V/def2-TZVPD) results for a molecular structure, C6H6LiNiO2 at a distorted geometry.

* 2S+1: 4
* ΔE to the lowest compared entry with this formula, charge and spin: 0.0 kJ/mol
* charge: +2
* HOMO-LUMO gap (alpha / beta): 5.53 / 6.02 eV
* E_tot: -51640.83442 eV
* E_HOMO (alpha / beta): -14.87 / -17.68 eV
* expectation value of S²: 3.77

Last column: Löwdin spin population.
CARTESIAN COORDINATES (ANGSTROEM)
1 C -0.60425 1.54903 1.10689  0.060
2 C -0.94348 1.10831 -0.12308  0.052
3 C -0.84483 -0.31698 -0.60250  0.148
4 H -0.76119 2.59717 1.37355  0.008
5 H -0.30790 0.85140 1.89971  0.006
6 H -1.31988 1.82283 -0.86107  0.001
7 H -0.46958 -0.26616 -1.64356  0.014
8 C -2.21848 -0.90933 -0.78747  0.506
9 O -3.19885 -0.78909 -0.15179  0.274
10 O 2.13057 -0.13033 -0.42559  0.168
11 C 1.48523 -1.17904 0.11230  0.061
12 C 0.14908 -1.23179 0.25394  0.201
13 Ni 1.52732 1.52830 0.20065  1.491
14 Li 3.54007 -0.53104 -1.56096  0.001
15 H -0.27800 -2.08330 0.78202  0.009
16 H 2.11416 -2.01997 0.42695  0.001

=====

DFT (ωB97M-V/def2-TZVPD) results for a single C11H13BrO5 molecule.

* ΔE to the lowest compared entry with this formula, charge and spin: 0.0 kJ/mol
* charge: 0
* SMILES: CCOc1cc(CO)cc(Br)c1OCC(=O)O
* HOMO-LUMO gap: 9.20 eV
* E_tot: -91897.31963 eV
* E_HOMO: -8.66 eV

Last column: natural (NBO) charge in e.
CARTESIAN COORDINATES (ANGSTROEM)
1 C 2.92912 1.53477 -2.15070  -0.651
2 C 3.41762 1.13693 -0.76379  -0.061
3 O 2.34990 0.98730 0.16109  -0.522
4 C 1.44722 -0.01462 -0.00547  0.341
5 C 1.69937 -1.17676 -0.72951  -0.301
6 C 0.77275 -2.20023 -0.81858  -0.013
7 C 1.08094 -3.45130 -1.59976  -0.074
8 O 2.35708 -3.36640 -2.18799  -0.719
9 C -0.45499 -2.07443 -0.18478  -0.265
10 C -0.71772 -0.91362 0.50968  -0.077
11 Br -2.41064 -0.65625 1.33238  0.061
12 C 0.19931 0.12735 0.62544  0.166
13 O -0.21190 1.19437 1.38867  -0.504
14 C 0.16898 2.49985 1.00244  -0.191
15 C -0.39075 2.84392 -0.38255  0.762
16 O 0.18303 3.54119 -1.16808  -0.570
17 O -1.57322 2.28938 -0.64044  -0.670
18 H 2.28691 2.41040 -2.08059  0.239
19 H 3.78101 1.76975 -2.78198  0.217
20 H 2.36406 0.72689 -2.61002  0.214
21 H 4.02761 0.22723 -0.80077  0.173
22 H 4.01996 1.93935 -0.33043  0.197
23 H 2.64230 -1.31447 -1.23015  0.243
24 H 1.02574 -4.31479 -0.91803  0.174
25 H 0.30677 -3.58420 -2.37164  0.175
26 H 2.52470 -4.17278 -2.68534  0.479
27 H -1.19862 -2.85314 -0.24557  0.228
28 H 1.25126 2.64242 1.01125  0.232
29 H -0.29075 3.16240 1.74336  0.216
30 H -1.89658 1.75631 0.10902  0.502

=====

DFT (ωB97M-V/def2-TZVPD) results for a molecular structure, C21H56FO7Zn at a distorted geometry.

* ΔE to the lowest compared entry with this formula, charge and spin: 0.0 kJ/mol
* charge: +1
* HOMO-LUMO gap: 9.13 eV
* E_tot: -88150.34567 eV
* E_HOMO: -12.15 eV

Last column: Mulliken charge in e.
CARTESIAN COORDINATES (ANGSTROEM)
1 Zn -1.86841 0.30383 0.68607  -0.283
2 F -0.18887 -0.11324 -0.26985  0.723
3 C -3.21352 -3.74906 0.20760  -1.333
4 C -2.32395 -2.73349 -0.49953  1.344
5 C -2.13658 -2.95067 -1.99385  -1.447
6 O -2.78207 -1.38474 -0.28367  -0.131
7 H -4.23200 -3.68547 -0.19242  0.404
8 H -3.26281 -3.55658 1.27549  0.250
9 H -2.84837 -4.74811 -0.02328  0.390
10 H -1.34265 -2.78386 -0.01958  -0.556
11 H -1.67229 -3.91396 -2.20817  0.408
12 H -1.56052 -2.13966 -2.43291  0.225
13 H -3.11698 -3.00012 -2.48082  0.394
14 H -3.72487 -1.36875 -0.50416  0.232
15 C 0.72974 2.02173 -4.47306  -1.350
16 C -0.11345 0.76875 -4.19311  0.401
17 C 0.78036 -0.46031 -4.10008  -0.895
18 O -0.85260 0.87148 -2.96992  -0.724
19 H 1.41192 1.81495 -5.29304  0.422
20 H 1.18077 2.41283 -3.55988  0.215
21 H 0.10218 2.87229 -4.76136  0.353
22 H -0.83464 0.75334 -5.00963  0.420
23 H 1.26022 -0.49210 -3.12069  -0.080
24 H 1.50737 -0.49945 -4.90738  0.474
25 H 0.15204 -1.35406 -4.14802  0.229
26 H -0.30171 0.60130 -2.20602  -0.367
27 C 2.63967 -2.43306 -0.64779  -0.690
28 C 1.81864 -2.91096 0.52443  1.026
29 C 2.54368 -3.74208 1.55337  -1.545
30 O 1.29759 -1.76281 1.23729  -0.608
31 H 1.97440 -1.88532 -1.32129  0.022
32 H 3.10065 -3.25341 -1.19857  0.503
33 H 3.42712 -1.73152 -0.36778  -0.224
34 H 0.96031 -3.46724 0.12367  0.006
35 H 1.96762 -3.95968 2.45000  0.319
36 H 3.49458 -3.28756 1.84333  0.322
37 H 2.85806 -4.69619 1.11823  0.407
38 H 0.98395 -1.12713 0.55762  -0.317
39 C 0.58970 3.27701 0.64732  -1.225
40 C 0.36805 2.28498 1.77906  1.682
41 C 0.59454 2.88271 3.15838  -1.604
42 O -1.05235 1.89101 1.75309  0.157
43 H 1.62899 3.61489 0.61530  0.355
44 H 0.00735 4.18248 0.82346  0.408
45 H 0.37385 2.87415 -0.33858  0.000
46 H 0.96510 1.38545 1.65532  -0.589
47 H 1.54956 3.40084 3.24293  0.398
48 H 0.60823 2.07169 3.88664  0.303
49 H -0.18591 3.59051 3.45065  0.547
50 H -1.53132 2.50826 2.31621  0.141
51 C -2.80061 3.86293 -1.22180  -1.131
52 C -3.47622 2.50056 -1.08200  0.441
53 C -4.22673 2.01691 -2.30404  -1.387
54 O -2.43681 1.49512 -0.84762  0.499
55 H -3.52230 4.61705 -1.54031  0.461
56 H -1.93842 3.88368 -1.88000  0.226
57 H -2.53962 4.12092 -0.19551  0.189
58 H -4.16931 2.48531 -0.23846  0.466
59 H -4.52020 0.96736 -2.28576  0.257
60 H -3.56175 2.12940 -3.16797  0.294
61 H -5.12782 2.58591 -2.54154  0.445
62 H -1.96794 1.31003 -1.68731  0.243
63 C -1.54162 -2.88785 3.65079  -1.158
64 C -1.34625 -1.38373 3.59827  0.523
65 C -0.17571 -0.90364 4.44538  -1.050
66 O -1.14821 -0.98650 2.22135  0.157
67 H -0.71991 -3.42953 3.18197  0.189
68 H -2.48768 -3.13846 3.17130  0.140
69 H -1.60963 -3.24286 4.68038  0.484
70 H -2.22716 -0.84619 3.95142  0.419
71 H -0.13392 0.18515 4.44939  0.050
72 H 0.77533 -1.28283 4.06628  0.176
73 H -0.29684 -1.23819 5.47556  0.472
74 H -0.28944 -1.34955 1.91479  0.139
75 C 4.41368 1.59948 1.54882  -1.373
76 C 4.45916 0.88818 0.20759  0.894
77 C 3.21510 1.18641 -0.62052  -0.872
78 O 5.62221 1.42677 -0.42709  -0.565
79 H 4.44681 2.67736 1.38871  0.365
80 H 5.26499 1.30253 2.16088  0.419
81 H 3.51109 1.39277 2.13148  0.174
82 H 4.52881 -0.20075 0.29879  -0.071
83 H 3.16765 2.26302 -0.80729  0.461
84 H 2.29994 0.87588 -0.11271  -0.350
85 H 3.27475 0.69701 -1.59537  0.524
86 H 5.55417 1.22649 -1.36884  0.337

=====

DFT (ωB97M-V/def2-TZVPD) results for a single CH2N2O2 molecule at a distorted geometry.

* ΔE to the lowest compared entry with this formula, charge and spin: 450.2 kJ/mol
* charge: 0
* SMILES: O=C/N=N\O
* HOMO-LUMO gap: 10.48 eV
* E_tot: -8140.70483 eV
* E_HOMO: -10.61 eV

Last column: natural (NBO) charge in e.
CARTESIAN COORDINATES (ANGSTROEM)
1 O 0.46892 -1.24487 -1.30330  -0.499
2 C 0.75596 -0.66733 -0.33816  0.503
3 N 0.72870 0.60644 0.08941  -0.259
4 N -0.13315 1.32179 0.55805  0.233
5 O -1.44679 0.95369 0.51596  -0.550
6 H 1.38719 -1.26829 0.52375  0.101
7 H -1.76083 0.29858 -0.04570  0.472

=====

DFT (ωB97M-V/def2-TZVPD) results for a single C4H7NO molecule.

* ΔE to the lowest compared entry with this formula, charge and spin: 161.2 kJ/mol
* charge: 0
* SMILES: NCCC=C=O
* HOMO-LUMO gap: 9.00 eV
* E_tot: -7797.97417 eV
* E_HOMO: -8.13 eV

Last column: natural (NBO) charge in e.
CARTESIAN COORDINATES (ANGSTROEM)
1 N -0.02487 1.12418 0.76939  -0.807
2 C 0.87126 -0.01123 0.72764  -0.216
3 C 0.15717 -1.16498 0.00535  -0.405
4 C -0.58196 -0.57006 -1.15852  -0.570
5 C -1.06733 0.66535 -1.20337  0.721
6 O -1.63962 1.63722 -1.53950  -0.522
7 H 0.44396 2.01933 0.83208  0.382
8 H -0.74564 1.10041 1.48696  0.374
9 H 1.72207 0.27577 0.09773  0.197
10 H 1.27680 -0.32324 1.70331  0.180
11 H -0.51407 -1.69195 0.70193  0.194
12 H 0.86337 -1.92589 -0.35799  0.217
13 H -0.76115 -1.13490 -2.06502  0.254

=====

DFT (ωB97M-V/def2-TZVPD) results for a gas-phase ion, C7H16N2O2 (charge +2) at a distorted geometry.

* ΔE to the lowest compared entry with this formula, charge and spin: 259.9 kJ/mol
* charge: +2
* HOMO-LUMO gap (alpha / beta): 8.98 / 8.66 eV
* E_tot: -14570.67289 eV
* E_HOMO (alpha / beta): -17.72 / -17.61 eV

Last column: natural (NBO) charge in e.
CARTESIAN COORDINATES (ANGSTROEM)
1 C 0.40961 -1.15989 0.55311  0.762
2 C -1.74813 -0.03874 0.90404  0.307
3 C 0.83025 0.77631 -1.59203  -0.610
4 C 2.48177 -2.03047 0.33191  -0.459
5 C -3.63475 0.23265 -0.75536  -0.465
6 C 2.14321 1.23092 0.61885  -0.075
7 C 1.92170 0.30625 -0.59006  -0.052
8 N 1.51929 -0.96537 0.00161  -0.331
9 N -3.14682 -0.35565 0.46383  -0.540
10 O -0.77460 -0.74344 0.38052  -0.382
11 O 0.97341 1.21444 1.35261  -0.776
12 H -1.51805 0.70608 1.61870  0.235
13 H 1.26321 1.52928 -2.16030  0.258
14 H 0.00279 1.08171 -1.02959  0.199
15 H 0.68993 -0.07211 -2.23767  0.231
16 H 2.28584 -3.04935 -0.12939  0.270
17 H 2.50304 -2.10068 1.42957  0.251
18 H 3.54871 -1.85754 -0.04035  0.268
19 H -4.75894 0.14395 -0.90031  0.284
20 H -3.61374 1.38999 -0.74743  0.269
21 H -3.12795 -0.19675 -1.55713  0.241
22 H 3.04270 0.88950 1.23500  0.197
23 H 2.42502 2.19471 0.38160  0.222
24 H 2.79958 0.08734 -1.08515  0.243
25 H -3.40708 -1.31991 0.62847  0.467
26 H -3.79248 0.08684 1.13096  0.468
27 H 0.68245 2.01995 1.79402  0.521

=====

What is the formula in the fourth record?
CH2N2O2